(1)
# C30H66F15N6O12P

A cluster of 10 separate species, C30H66F15N6O12P in total (ωB97M-V with the def2-TZVPD basis set, OMol25).

The LUMO energy is -7.07 eV. The relative energy (zero: lowest compared OMol25 entry of this formula, charge and spin) comes out at 997.65 kJ/mol. The HOMO energy is -8.89 eV. As for the frontier orbital gap: 1.824 eV. As for the energy: -115718.441 eV. As for the charge: +2.

```
130
Properties=species:S:1:pos:R:3:lowdin_charge:R:1
C 9.339 -22.667 3.200 0.03
C 8.883 -23.043 1.779 -0.34
O 8.363 -22.258 0.968 0.13
N 8.921 -24.532 1.516 0.11
H 9.832 -24.810 1.854 0.16
H 8.352 -25.056 2.166 0.19
C 8.736 -25.017 0.044 0.06
H 9.440 -21.582 3.225 0.09
H 10.191 -23.269 3.514 0.09
H 8.501 -22.884 3.863 0.11
H 9.119 -26.036 0.006 0.10
H 9.227 -24.218 -0.513 0.07
H 7.674 -25.174 -0.142 0.10
C 13.316 -28.644 -0.569 0.03
C 13.873 -27.347 -1.087 -0.31
O 14.506 -27.238 -2.158 0.14
N 13.289 -26.040 -0.504 0.11
H 12.613 -25.564 -1.084 0.11
H 12.680 -26.433 0.200 0.13
C 14.510 -25.254 0.140 0.05
H 12.875 -29.377 -1.245 0.11
H 12.441 -28.363 0.018 0.07
H 13.951 -29.270 0.057 0.11
H 15.101 -24.845 -0.679 0.10
H 15.044 -25.946 0.792 0.11
H 14.188 -24.355 0.665 0.07
C 12.151 -17.212 2.805 0.04
C 12.169 -18.557 2.159 -0.40
O 11.433 -18.775 1.227 0.15
N 13.278 -19.404 2.648 0.11
H 14.050 -18.760 2.738 0.17
H 13.126 -19.779 3.573 0.19
C 13.817 -20.465 1.639 0.08
H 13.060 -16.635 2.975 0.11
H 11.545 -17.246 3.710 0.12
H 11.469 -16.764 2.083 0.11
H 14.110 -19.780 0.843 0.11
H 13.088 -21.232 1.379 0.08
H 14.567 -20.944 2.268 0.11
C 16.847 -20.553 -6.584 0.03
C 16.533 -20.269 -5.115 -0.31
O 16.520 -19.089 -4.733 0.10
N 16.322 -21.430 -4.110 0.11
H 16.251 -22.305 -4.608 0.07
H 17.267 -21.403 -3.753 0.17
C 15.315 -21.201 -2.979 0.02
H 17.895 -20.274 -6.699 0.11
H 16.112 -20.017 -7.184 0.10
H 16.857 -21.635 -6.720 0.07
H 15.081 -22.025 -2.304 0.08
H 14.405 -20.967 -3.532 0.09
H 15.672 -20.360 -2.385 0.09
C 8.601 -19.470 -1.557 0.04
C 9.482 -18.935 -2.688 -0.34
O 9.161 -18.004 -3.422 0.15
N 10.940 -19.379 -2.771 0.11
H 11.000 -20.289 -2.338 0.07
H 11.282 -19.455 -3.719 0.18
C 11.832 -18.394 -2.017 0.02
H 9.045 -19.329 -0.571 0.09
H 8.271 -20.509 -1.596 0.07
H 7.703 -18.887 -1.757 0.11
H 11.776 -17.510 -2.652 0.11
H 12.871 -18.689 -1.869 0.09
H 11.473 -18.150 -1.017 0.07
C 9.053 -21.377 -6.652 0.03
C 8.921 -22.084 -5.344 -0.34
O 8.946 -21.465 -4.270 0.08
N 8.647 -23.539 -5.450 0.14
H 7.753 -23.774 -5.043 0.11
H 8.549 -23.752 -6.433 0.17
C 9.787 -24.281 -4.749 0.05
H 9.389 -20.342 -6.700 0.10
H 8.268 -21.596 -7.376 0.12
H 10.001 -21.761 -7.032 0.09
H 10.612 -24.047 -5.421 0.09
H 9.483 -25.326 -4.702 0.10
H 10.028 -23.930 -3.745 0.07
C 5.521 -25.364 -4.881 -0.43
O 6.333 -24.563 -4.036 -0.17
O 5.569 -24.628 -6.134 -0.28
C 5.757 -26.875 -4.763 -0.62
F 5.182 -27.476 -5.841 0.14
F 7.046 -27.074 -4.676 0.17
F 5.103 -27.277 -3.700 0.17
C 6.197 -24.468 -2.591 -0.19
C 6.955 -23.192 -2.061 -0.08
H 6.821 -22.299 -2.671 0.06
H 6.612 -22.828 -1.092 0.06
H 8.015 -23.430 -2.146 0.04
H 6.595 -25.301 -2.011 0.09
H 5.121 -24.448 -2.421 0.12
H 4.517 -25.158 -4.510 0.13
C 10.102 -28.395 -3.285 -0.49
O 11.349 -28.954 -3.279 -0.12
O 9.182 -29.323 -2.678 -0.26
C 10.373 -27.016 -2.511 -0.63
F 9.205 -26.339 -2.654 0.09
F 10.743 -27.067 -1.251 0.14
F 11.203 -26.307 -3.196 0.15
C 12.203 -28.737 -4.516 -0.18
C 13.410 -29.654 -4.304 -0.07
H 13.840 -29.633 -3.302 0.05
H 13.163 -30.685 -4.557 0.08
H 14.174 -29.344 -5.016 0.08
H 12.471 -27.686 -4.631 0.07
H 11.704 -28.931 -5.466 0.12
H 9.797 -28.142 -4.300 0.13
C 14.864 -24.521 -6.133 -0.38
O 14.686 -23.989 -7.458 -0.09
O 16.046 -23.901 -5.611 -0.26
C 13.575 -24.747 -5.262 -0.67
F 13.027 -23.648 -4.791 0.12
F 12.630 -25.230 -6.047 0.15
F 13.857 -25.632 -4.376 0.19
C 14.046 -22.690 -7.656 -0.27
C 13.921 -22.335 -9.115 -0.07
H 13.429 -21.363 -9.131 0.07
H 14.854 -22.204 -9.663 0.08
H 13.249 -23.041 -9.604 0.08
H 14.565 -21.840 -7.214 0.08
H 13.051 -22.777 -7.219 0.09
H 15.129 -25.531 -6.446 0.14
P 11.823 -22.500 -1.358 0.25
F 13.315 -23.119 -1.098 -0.17
F 11.355 -24.079 -1.735 -0.17
F 11.361 -22.634 0.191 -0.14
F 10.427 -21.900 -1.870 -0.13
F 12.446 -21.077 -0.955 -0.15
F 12.315 -22.325 -2.896 -0.15
```



(2)
# C30H66FN3O6Zr

A structure of composition C30H66FN3O6Zr (ωB97M-V with the def2-TZVPD basis set, OMol25).

The LUMO energy is -3.79 eV. The relative energy (zero: lowest compared OMol25 entry of this formula, charge and spin) comes out at 2404.99 kJ/mol. The HOMO energy is -5.46 eV. As for the frontier orbital gap: 1.665 eV. As for the energy: -52908.345 eV.

```
107
Properties=species:S:1:pos:R:3:lowdin_charge:R:1
Zr -0.070 1.396 -1.082 1.06
C 1.877 -2.924 5.230 -0.05
C 1.045 -4.111 4.690 -0.44
C 0.668 -4.860 5.970 -0.15
C -0.434 -5.919 5.685 -0.17
C -1.695 -5.298 5.015 -0.14
C -1.325 -4.607 3.712 -0.50
N -0.213 -3.649 3.977 -0.01
O 0.009 -2.719 2.868 -0.08
C -2.606 -3.833 3.342 -0.05
C -1.060 -5.608 2.564 -0.02
C 1.948 -5.038 3.733 -0.01
H 2.460 -2.430 4.452 0.08
H 2.554 -3.237 6.024 0.08
H 1.297 -2.140 5.716 0.08
H 0.195 -4.244 6.735 0.12
H 1.563 -5.257 6.447 0.12
H -0.770 -6.441 6.581 0.11
H -0.022 -6.679 5.020 0.09
H -2.179 -4.651 5.747 0.12
H -2.383 -6.128 4.858 0.12
H -2.483 -3.060 2.583 0.08
H -2.886 -3.206 4.188 0.08
H -3.481 -4.449 3.135 0.09
H -0.819 -5.095 1.633 0.09
H -2.017 -6.092 2.366 0.08
H -0.319 -6.379 2.775 0.07
H 1.757 -6.107 3.831 0.06
H 3.018 -4.848 3.816 0.08
H 1.762 -4.901 2.668 0.07
C -5.048 5.043 4.659 -0.01
C -5.099 3.486 4.344 -0.48
C -6.273 2.812 5.072 -0.17
C -7.642 3.145 4.509 -0.18
C -7.655 2.777 2.996 -0.12
C -6.467 3.404 2.158 -0.46
N -5.209 3.137 2.879 -0.04
O -4.034 3.420 2.041 -0.12
C -6.729 4.957 1.942 -0.02
C -6.515 2.595 0.820 -0.04
C -3.895 2.865 4.969 -0.07
H -4.486 5.543 3.870 0.08
H -4.571 5.402 5.571 0.08
H -6.048 5.461 4.549 0.05
H -6.360 3.028 6.137 0.12
H -6.182 1.727 5.012 0.12
H -7.720 4.218 4.683 0.09
H -8.447 2.647 5.049 0.11
H -8.587 3.239 2.671 0.11
H -7.705 1.700 2.835 0.11
H -5.870 5.473 1.511 0.08
H -7.094 5.501 2.813 0.06
H -7.501 5.116 1.189 0.08
H -7.504 2.704 0.374 0.08
H -6.320 1.544 1.028 0.09
H -5.833 3.020 0.084 0.07
H -2.988 3.326 4.575 0.08
H -3.873 1.804 4.723 0.09
H -3.859 3.042 6.044 0.09
C 3.371 -2.536 -7.116 -0.01
C 4.547 -2.557 -5.948 -0.42
C 5.700 -3.336 -6.646 -0.17
C 6.469 -2.452 -7.629 -0.17
C 6.970 -1.230 -6.827 -0.17
C 5.951 -0.336 -6.169 -0.46
N 4.976 -1.240 -5.384 -0.02
O 3.931 -0.505 -4.628 -0.12
C 5.235 0.464 -7.302 -0.03
C 6.750 0.676 -5.255 -0.03
C 4.063 -3.466 -4.760 -0.04
H 3.165 -3.497 -7.587 0.07
H 3.620 -1.877 -7.948 0.05
H 2.466 -2.119 -6.674 0.08
H 5.279 -4.137 -7.253 0.11
H 6.336 -3.747 -5.861 0.11
H 5.840 -2.130 -8.459 0.10
H 7.323 -3.012 -8.011 0.11
H 7.561 -0.678 -7.557 0.12
H 7.604 -1.656 -6.049 0.12
H 4.775 -0.106 -8.109 0.06
H 5.915 1.147 -7.812 0.08
H 4.445 1.050 -6.833 0.08
H 7.389 0.089 -4.596 0.07
H 6.153 1.308 -4.598 0.07
H 7.407 1.284 -5.877 0.08
H 3.257 -3.065 -4.146 0.07
H 4.846 -3.726 -4.047 0.08
H 3.613 -4.353 -5.206 0.08
F -2.041 -1.136 -2.907 -0.82
C -1.349 2.854 -6.398 -0.16
O -1.486 3.261 -5.035 -0.14
H -1.101 3.682 -7.063 0.07
H -0.493 2.186 -6.489 0.08
H -2.272 2.433 -6.797 0.08
H -2.065 4.026 -5.059 0.07
C 2.695 6.377 -2.867 -0.18
O 1.805 5.773 -1.964 -0.13
H 2.824 5.773 -3.766 0.08
H 2.337 7.373 -3.130 0.08
H 3.710 6.405 -2.472 0.07
H 1.576 6.529 -1.420 0.07
C 3.362 3.689 2.920 -0.17
O 3.274 2.755 1.859 -0.15
H 4.187 4.385 2.770 0.07
H 2.449 4.274 3.032 0.08
H 3.614 3.142 3.828 0.08
H 4.139 2.338 1.857 0.07
```



(3)
# C30H68O3Si

A cluster of 3 separate species, C30H68O3Si in total (ωB97M-V with the def2-TZVPD basis set, OMol25).

The SMILES is CCCCCCCCCCCC[Si@H](OCC)OCCOCC.CCCCCC.CCCCCC. The LUMO energy is 0.74 eV. The HOMO energy is -9.52 eV. As for the frontier orbital gap: 10.254 eV. As for the energy: -46235.741 eV.

```
102
Properties=species:S:1:pos:R:3:lowdin_charge:R:1
C -1.635 1.215 0.133 -0.11
C -2.232 0.333 1.248 -0.25
C -1.191 -0.357 2.147 -0.22
C -0.965 0.351 3.486 -0.21
C -0.084 -0.473 4.435 -0.21
C 1.398 -0.228 4.171 -0.21
C 2.362 -1.168 4.890 -0.21
C 2.035 -2.658 4.761 -0.21
C 1.860 -3.149 3.325 -0.21
C 3.010 -2.794 2.376 -0.23
C 2.723 -3.314 0.970 -0.26
C 3.645 -2.781 -0.143 -0.22
Si 5.452 -3.034 0.213 0.46
O 5.942 -1.878 1.289 -0.22
C 6.732 -2.217 2.421 -0.31
C 6.425 -1.265 3.583 -0.07
O 6.386 -3.007 -1.148 -0.20
C 5.985 -2.243 -2.283 -0.22
C 5.678 -3.159 -3.435 -0.20
O 4.492 -3.905 -3.242 -0.16
C 4.711 -5.241 -2.821 -0.27
C 3.367 -5.869 -2.464 -0.06
H -2.088 0.970 -0.826 0.06
H -0.562 1.070 0.030 0.06
H -1.846 2.267 0.318 0.06
H -2.901 0.932 1.865 0.10
H -2.848 -0.437 0.786 0.09
H -1.473 -1.397 2.319 0.11
H -0.240 -0.372 1.610 0.10
H -0.448 1.290 3.270 0.11
H -1.926 0.584 3.943 0.11
H -0.338 -1.523 4.278 0.09
H -0.318 -0.253 5.477 0.11
H 1.610 0.790 4.507 0.11
H 1.593 -0.233 3.097 0.10
H 3.369 -1.015 4.500 0.09
H 2.401 -0.905 5.948 0.11
H 2.846 -3.236 5.209 0.11
H 1.126 -2.868 5.324 0.10
H 1.802 -4.240 3.338 0.12
H 0.934 -2.774 2.887 0.10
H 3.176 -1.717 2.340 0.10
H 3.924 -3.257 2.760 0.11
H 2.743 -4.405 0.980 0.11
H 1.703 -3.014 0.712 0.11
H 3.459 -1.707 -0.249 0.09
H 3.359 -3.247 -1.086 0.06
H 5.684 -4.358 0.835 0.05
H 6.548 -3.247 2.732 0.09
H 7.789 -2.156 2.154 0.11
H 6.006 -1.810 4.427 0.07
H 7.329 -0.777 3.938 0.07
H 5.702 -0.526 3.251 0.07
H 6.824 -1.610 -2.581 0.13
H 5.146 -1.584 -2.057 0.11
H 6.533 -3.831 -3.558 0.13
H 5.570 -2.592 -4.360 0.13
H 5.180 -5.795 -3.640 0.12
H 5.384 -5.273 -1.963 0.10
H 2.997 -6.500 -3.266 0.07
H 2.652 -5.074 -2.262 0.07
H 3.463 -6.474 -1.565 0.07
C -3.317 7.034 -3.856 -0.11
C -2.614 5.743 -4.266 -0.27
C -2.817 4.598 -3.275 -0.22
C -2.275 4.861 -1.869 -0.22
C -0.785 5.196 -1.804 -0.26
C 0.109 4.075 -2.326 -0.10
H -2.934 7.419 -2.910 0.06
H -3.175 7.811 -4.607 0.07
H -4.391 6.872 -3.742 0.07
H -1.547 5.935 -4.403 0.10
H -2.992 5.426 -5.242 0.10
H -2.358 3.692 -3.680 0.10
H -3.888 4.383 -3.198 0.09
H -2.465 3.974 -1.256 0.09
H -2.842 5.672 -1.404 0.10
H -0.525 5.403 -0.763 0.10
H -0.580 6.117 -2.357 0.10
H -0.063 3.155 -1.762 0.06
H 1.163 4.336 -2.227 0.07
H -0.080 3.865 -3.380 0.07
C -7.041 -0.796 0.392 -0.11
C -7.407 -0.209 -0.968 -0.27
C -6.193 0.204 -1.798 -0.22
C -5.325 1.292 -1.163 -0.23
C -6.055 2.593 -0.835 -0.26
C -6.640 3.287 -2.062 -0.10
H -6.514 -0.072 1.016 0.06
H -7.933 -1.108 0.936 0.07
H -6.396 -1.670 0.277 0.07
H -8.075 0.645 -0.830 0.10
H -7.977 -0.950 -1.534 0.10
H -6.531 0.534 -2.784 0.10
H -5.568 -0.677 -1.975 0.11
H -4.495 1.515 -1.842 0.10
H -4.865 0.904 -0.249 0.09
H -5.349 3.270 -0.346 0.10
H -6.849 2.406 -0.108 0.10
H -5.859 3.513 -2.790 0.05
H -7.121 4.227 -1.786 0.07
H -7.391 2.669 -2.556 0.07
```



(4)
# C30H69N5O19S6

A cluster of 12 separate species, C30H69N5O19S6 in total (ωB97M-V with the def2-TZVPD basis set, OMol25).

The SMILES is CCOS(C)(=O)=O.CCOS(C)(=O)=O.CCOS(C)(=O)=O.CCOS(C)(=O)=O.CCOS(C)(=O)=O.CCOS(C)(=O)=O.CC#N.CC#N.CC#N.CC#N.CC#N.CCO. The LUMO energy is -0.55 eV. The relative energy (zero: lowest compared OMol25 entry of this formula, charge and spin) comes out at 163.67 kJ/mol. The HOMO energy is -10.56 eV. As for the frontier orbital gap: 10.006 eV. As for the energy: -143584.305 eV.

```
129
Properties=species:S:1:pos:R:3:lowdin_charge:R:1
C -19.185 -5.090 17.454 -0.05
C -19.333 -5.496 15.917 -0.31
O -20.085 -4.579 15.192 -0.10
H -18.263 -4.518 17.553 0.06
H -18.948 -6.032 17.948 0.06
H -20.045 -4.541 17.839 0.07
H -19.633 -6.534 15.774 0.10
H -18.377 -5.406 15.401 0.09
H -19.609 -3.754 15.070 0.09
C -15.348 -5.513 8.509 -0.06
C -15.986 -6.325 7.508 -0.26
N -16.480 -6.967 6.670 0.17
H -15.571 -4.455 8.374 0.09
H -14.277 -5.692 8.604 0.09
H -15.779 -5.823 9.461 0.06
C -16.174 -2.832 12.318 -0.08
C -14.801 -3.305 12.319 -0.25
N -13.665 -3.639 12.198 0.13
H -16.389 -2.331 11.375 0.08
H -16.324 -2.012 13.021 0.08
H -16.740 -3.743 12.516 0.07
C -19.896 0.508 11.886 -0.05
C -19.671 -0.959 11.665 -0.25
N -19.551 -2.090 11.526 0.15
H -20.613 0.607 12.701 0.08
H -20.254 1.146 11.077 0.09
H -18.941 0.824 12.306 0.08
C -20.660 -5.512 5.112 -0.07
C -21.292 -6.502 5.940 -0.28
N -21.776 -7.339 6.609 0.14
H -19.662 -5.807 4.786 0.09
H -20.548 -4.668 5.793 0.08
H -21.256 -5.233 4.243 0.09
C -23.389 -2.494 11.356 -0.06
C -22.857 -3.749 10.802 -0.24
N -22.385 -4.704 10.324 0.15
H -22.674 -1.840 11.855 0.06
H -24.215 -2.706 12.036 0.08
H -23.762 -1.915 10.511 0.08
O -17.688 -14.905 9.824 -0.33
S -16.480 -14.061 10.090 0.74
O -15.579 -13.674 8.966 -0.32
O -16.816 -12.593 10.981 -0.26
C -18.113 -12.454 11.597 -0.29
C -18.677 -11.165 11.132 -0.07
C -15.476 -15.008 11.243 -0.12
H -18.019 -12.517 12.681 0.11
H -18.736 -13.295 11.295 0.11
H -19.699 -10.954 11.445 0.08
H -18.792 -11.314 10.058 0.06
H -18.005 -10.323 11.303 0.06
H -14.834 -14.256 11.701 0.07
H -15.009 -15.842 10.720 0.08
H -16.186 -15.293 12.021 0.07
O -12.025 -8.875 14.762 -0.28
S -12.346 -8.136 13.594 0.69
O -11.447 -8.451 12.460 -0.34
O -13.913 -8.398 13.028 -0.28
C -14.269 -7.972 11.723 -0.28
C -15.256 -9.054 11.254 -0.05
C -12.322 -6.240 13.962 -0.09
H -13.348 -7.927 11.142 0.11
H -14.737 -6.988 11.700 0.10
H -14.814 -10.042 11.387 0.09
H -15.529 -8.793 10.232 0.08
H -16.089 -9.104 11.955 0.06
H -12.174 -5.642 13.063 0.03
H -11.577 -5.895 14.679 0.06
H -13.312 -6.116 14.400 0.05
O -19.034 -8.345 12.442 -0.34
S -18.446 -7.028 12.005 0.66
O -17.441 -6.436 12.853 -0.30
O -17.873 -7.135 10.475 -0.30
C -18.758 -7.783 9.523 -0.24
C -19.231 -6.694 8.555 -0.08
C -19.872 -5.890 11.793 -0.11
H -19.485 -8.440 10.001 0.09
H -18.060 -8.369 8.925 0.10
H -18.578 -5.825 8.639 0.08
H -20.307 -6.595 8.695 0.05
H -19.064 -6.958 7.511 0.05
H -20.228 -5.666 12.798 0.05
H -20.587 -6.445 11.185 0.03
H -19.593 -4.893 11.454 0.05
O -16.834 -11.911 4.257 -0.32
S -17.559 -11.124 5.291 0.71
O -18.469 -10.047 4.892 -0.32
O -18.310 -12.211 6.320 -0.29
C -19.291 -11.698 7.223 -0.24
C -20.642 -11.685 6.406 -0.05
C -16.298 -10.397 6.529 -0.08
H -18.904 -10.741 7.573 0.09
H -19.269 -12.424 8.036 0.11
H -20.628 -10.866 5.686 0.05
H -21.519 -11.490 7.023 0.06
H -20.813 -12.572 5.796 0.08
H -15.788 -9.617 5.964 0.05
H -15.721 -11.243 6.903 0.06
H -16.963 -9.948 7.266 0.02
O -21.703 -11.493 16.561 -0.29
S -21.509 -10.805 15.286 0.70
O -22.148 -11.310 14.039 -0.33
O -22.006 -9.270 15.471 -0.28
C -22.485 -8.504 14.328 -0.25
C -22.960 -7.076 14.612 -0.03
C -19.696 -10.372 14.976 -0.06
H -23.264 -9.019 13.767 0.09
H -21.622 -8.549 13.663 0.08
H -24.029 -7.036 14.821 0.08
H -22.899 -6.570 13.649 0.07
H -22.402 -6.517 15.363 0.07
H -19.126 -10.379 15.905 0.07
H -19.620 -9.360 14.577 0.03
H -19.342 -11.146 14.296 0.04
O -26.841 -9.385 12.470 -0.30
S -25.920 -9.974 11.521 0.68
O -26.431 -10.536 10.270 -0.29
O -24.693 -8.833 11.232 -0.24
C -23.669 -9.082 10.353 -0.34
C -22.344 -9.047 11.033 -0.07
C -25.029 -11.257 12.428 -0.10
H -23.487 -8.225 9.704 0.12
H -23.784 -9.954 9.710 0.13
H -22.338 -8.148 11.649 0.07
H -21.615 -8.976 10.225 0.07
H -22.128 -9.995 11.525 0.07
H -24.178 -11.441 11.773 0.06
H -25.794 -12.033 12.404 0.07
H -24.712 -10.992 13.437 0.06
```